# 1
{
  "formula": "C4H6IN2",
  "method": "wB97M-V/def2-TZVPD",
  "symbols": ["C", "C", "C", "C", "N", "N", "I", "H", "H", "H", "H", "H", "H"],
  "xyz": [[0.855, -1.697, -0.886], [-0.219, 1.553, -0.612], [1.307, -0.608, -0.062], [-1.244, 0.062, 1.111], [0.960, -1.948, 0.343], [-0.210, 0.610, 0.262], [3.040, 0.428, 0.059], [0.532, -2.109, -1.895], [-0.936, 2.353, -0.638], [0.645, 1.493, -1.311], [-1.688, 0.734, 1.769], [-0.939, -0.942, 1.492], [-2.104, 0.072, 0.367]],
  "homo_lumo_gap_ev": [6.50, 6.43],
  "lumo_ev": [-3.8, -8.2],
  "total_charge": 1,
  "molar_mass_g_mol": 209.0,
  "max_force_ev_per_a": 4.446,
  "total_energy_ha": -562.65689,
  "multiplicity": 3,
  "de_lowest_kcal_mol": 84.3,
  "homo_energy_ha": [-0.379, -0.537]
}

# 2
{
  "formula": "C2Cl3F2NO",
  "method": "wB97M-V/def2-TZVPD",
  "symbols": ["C", "C", "N", "O", "F", "F", "Cl", "Cl", "Cl"],
  "xyz": [[-0.838, 0.176, 0.948], [1.981, -0.166, -1.071], [-1.539, 0.399, -0.048], [-1.406, 0.354, -1.317], [0.415, -0.388, 0.877], [-1.182, 0.152, 2.255], [0.778, 0.055, -2.197], [2.341, 1.140, -0.048], [2.387, -1.731, -0.485]],
  "homo_lumo_gap_ev": [10.02, 6.65],
  "lumo_ev": [-0.6, -1.7],
  "molar_mass_g_mol": 198.4,
  "max_force_ev_per_a": 2.683,
  "total_energy_ha": -1786.30530,
  "de_lowest_kcal_mol": 53.9,
  "homo_energy_ha": [-0.390, -0.305]
}

# 3
{
  "formula": "C38H38AsN5O2PSc",
  "method": "wB97M-V/def2-TZVPD",
  "symbols": ["Sc", "C", "C", "As", "C", "C", "C", "C", "C", "C", "C", "C", "C", "C", "C", "C", "P", "C", "C", "C", "C", "C", "C", "C", "C", "C", "C", "C", "C", "H", "H", "H", "H", "H", "H", "H", "H", "H", "H", "H", "H", "H", "H", "H", "H", "H", "H", "H", "H", "H", "H", "H", "H", "N", "C", "O", "C", "C", "C", "N", "C", "C", "H", "H", "H", "H", "H", "H", "O", "C", "N", "C", "C", "C", "C", "N", "N", "C", "H", "H", "H", "H", "H", "H", "H", "H"],
  "xyz": [[-2.436, 0.264, -0.591], [1.363, -0.478, 0.461], [2.142, 0.378, -0.522], [3.974, 1.267, -0.274], [4.397, 0.512, 1.497], [3.545, 0.607, 2.553], [3.954, 0.163, 3.880], [5.242, -0.232, 4.053], [6.134, -0.304, 2.944], [5.736, 0.067, 1.709], [4.848, -0.050, -1.470], [5.027, -1.369, -1.122], [5.564, -2.224, -2.121], [5.973, -1.710, -3.348], [5.944, -0.285, -3.565], [5.391, 0.524, -2.629], [-0.214, -1.219, -0.197], [0.351, -2.308, -1.476], [0.830, -3.606, -1.388], [1.033, -4.339, -2.571], [0.703, -3.768, -3.843], [0.236, -2.437, -3.936], [0.060, -1.725, -2.787], [-0.570, -2.397, 1.159], [0.120, -2.255, 2.344], [0.013, -3.272, 3.350], [-0.738, -4.418, 3.086], [-1.483, -4.498, 1.904], [-1.418, -3.477, 0.992], [0.950, 0.212, 1.228], [2.050, -1.235, 1.019], [1.594, 1.287, -0.714], [2.194, -0.132, -1.528], [2.551, 1.095, 2.445], [3.251, 0.320, 4.695], [5.611, -0.556, 5.029], [7.162, -0.662, 3.122], [6.500, 0.051, 0.931], [4.712, -1.738, -0.153], [5.580, -3.309, -1.951], [6.297, -2.401, -4.124], [6.230, 0.097, -4.538], [5.308, 1.583, -2.803], [1.041, -4.074, -0.407], [1.323, -5.377, -2.579], [0.909, -4.344, -4.771], [-0.081, -1.978, -4.872], [-0.390, -0.713, -2.871], [0.724, -1.389, 2.605], [0.526, -3.117, 4.308], [-0.843, -5.196, 3.857], [-2.105, -5.356, 1.671], [-2.029, -3.515, 0.103], [-2.283, 7.092, -0.755], [-3.149, 6.121, -0.335], [-4.181, 6.228, 0.304], [-2.745, 4.726, -0.674], [-3.675, 3.895, -1.236], [-3.396, 2.647, -1.724], [-2.100, 2.114, -1.546], [-1.137, 2.990, -1.119], [-1.341, 4.244, -0.683], [-2.701, 8.030, -0.716], [-1.590, 6.942, -1.462], [-4.726, 4.201, -1.232], [-4.180, 2.059, -2.143], [-0.100, 2.518, -1.058], [-0.581, 4.728, 0.012], [-4.696, -1.516, -3.730], [-4.086, -1.286, -2.733], [-3.402, -1.139, -1.712], [-7.256, 1.777, 0.578], [-5.862, 1.378, 1.014], [-5.180, 1.709, 2.175], [-3.884, 1.053, 2.128], [-3.808, 0.358, 0.983], [-5.023, 0.499, 0.324], [-2.739, 1.051, 3.084], [-7.520, 2.604, 1.246], [-7.976, 0.909, 0.711], [-7.205, 2.072, -0.464], [-5.534, 2.292, 3.015], [-5.396, -0.438, -0.040], [-2.417, 0.062, 3.250], [-3.035, 1.469, 4.051], [-1.888, 1.648, 2.694]],
  "homo_lumo_gap_ev": 5.44,
  "lumo_ev": -7.1,
  "total_charge": 2,
  "molar_mass_g_mol": 747.6,
  "max_force_ev_per_a": 4.087,
  "total_energy_ha": -5232.46030,
  "de_lowest_kcal_mol": 21.6,
  "homo_energy_ha": -0.459
}